1.
{
  "formula": "C6H13N2O2Tl",
  "method": "ωB97M-V/def2-TZVPD",
  "e_tot_ev": -18178.137,
  "homo_lumo_gap_ev": 5.317,
  "spin_multiplicity": 1,
  "total_charge": 2,
  "de_lowest_kcal_mol": 0.0,
  "elements": ["C", "C", "C", "C", "N", "N", "C", "C", "O", "O", "H", "H", "H", "H", "H", "H", "H", "H", "H", "H", "H", "H", "H", "Tl"],
  "coordinates": [[2.2768, -0.7568, 0.4120], [1.8664, -0.0672, -0.8628], [1.4913, 1.3868, -0.6800], [0.0119, 1.5892, -0.2672], [-0.4098, 0.5005, 0.6371], [-1.7382, 0.2287, 0.7820], [-2.3549, -0.3745, -0.3269], [-1.6010, -1.7354, -0.4101], [-1.0505, -2.0142, -1.4481], [-1.6449, -2.3893, 0.6256], [2.8466, -1.6441, 0.1864], [2.8447, -0.1165, 1.0685], [1.3964, -1.1087, 0.9652], [2.7228, -0.0789, -1.5208], [1.0937, -0.6380, -1.3545], [1.5959, 1.8653, -1.6404], [2.1578, 1.9148, -0.0190], [-0.5859, 1.6580, -1.1558], [-0.0156, 2.4885, 0.3346], [-0.0679, 0.7719, 1.5583], [-1.8010, -0.4702, 1.5565], [-2.3718, 0.2022, -1.2338], [-3.3878, -0.5976, -0.0974], [-3.2751, -0.6144, 2.8908]],
  "atomic_forces_ev_per_a": [[-0.60, -0.08, 0.04], [0.76, 0.08, 0.21], [-0.40, -0.19, -0.54], [1.25, -0.64, -0.38], [-1.74, 3.00, 1.16], [2.84, -2.08, -1.78], [-1.97, 2.72, -0.22], [1.85, -4.52, -0.21], [-0.38, 1.73, -0.73], [-0.95, 0.88, 1.67], [0.19, -0.40, 0.07], [0.32, 0.20, 0.19], [-0.19, -0.17, 0.25], [0.26, 0.02, -0.38], [-0.29, -0.08, -0.38], [-0.12, 0.44, -0.31], [0.24, 0.01, 0.45], [-0.59, -0.18, -0.14], [-0.35, 0.42, 0.11], [0.60, -0.76, 0.23], [0.96, 0.51, -1.07], [0.55, 0.24, -0.36], [-0.33, -0.36, 0.10], [-1.90, -0.81, 2.02]]
}

2.
{
  "formula": "C21H43FeN2P3Se",
  "method": "ωB97M-V/def2-TZVPD",
  "e_tot_ev": -153026.161,
  "homo_lumo_gap_ev": [8.009, 4.385],
  "spin_multiplicity": 6,
  "total_charge": 3,
  "s2": 8.79,
  "de_lowest_kcal_mol": 27.0,
  "elements": ["Fe", "P", "P", "P", "H", "C", "C", "H", "C", "C", "C", "C", "C", "C", "C", "C", "C", "H", "H", "H", "H", "H", "H", "H", "H", "H", "H", "H", "H", "H", "H", "H", "H", "H", "H", "H", "H", "H", "H", "H", "H", "H", "H", "H", "H", "H", "C", "C", "C", "C", "C", "C", "Se", "H", "H", "H", "H", "H", "H", "C", "C", "N", "C", "C", "N", "H", "H", "H", "H", "H", "H"],
  "coordinates": [[0.0226, 0.3199, 0.6466], [-0.5938, 1.2340, 2.5233], [-0.7638, -2.7869, 0.6483], [-1.9980, 0.0789, -0.3795], [2.3865, 3.4827, -0.5885], [1.4723, 3.7016, -0.0396], [0.7728, 2.7681, 0.6351], [0.9010, 1.6753, 0.2717], [0.7991, 1.5127, 3.6656], [-1.5519, -0.0930, 3.3224], [-1.7197, 2.6713, 2.7719], [-0.4335, -3.9296, -0.7777], [0.0363, -3.8801, 1.9109], [-2.4942, -3.3655, 1.0066], [-1.9191, 1.7641, -1.0615], [-3.6386, 0.0065, 0.4442], [-2.3412, -0.9309, -1.8865], [1.1650, 4.7563, -0.0365], [0.2018, 3.1781, 1.4932], [1.6489, 1.9909, 3.1685], [1.1341, 0.5477, 4.0613], [0.4126, 2.1409, 4.4691], [-0.9333, -0.9868, 3.4633], [-2.4129, -0.3843, 2.7082], [-1.8460, 0.3359, 4.2821], [-1.3988, 3.5960, 2.2707], [-1.7404, 2.7972, 3.8640], [-2.7337, 2.3850, 2.4502], [-0.7703, -4.9473, -0.5402], [0.6455, -3.9536, -0.9772], [-0.9615, -3.5997, -1.6788], [-0.3481, -4.9074, 1.8022], [-0.1924, -3.5217, 2.9240], [1.1253, -3.8953, 1.7689], [-2.5052, -4.4631, 1.0847], [-3.2046, -3.0642, 0.2271], [-2.8163, -2.9560, 1.9745], [-2.8093, 1.9297, -1.6758], [-1.0193, 1.8603, -1.6743], [-1.8499, 2.4934, -0.2521], [-4.4183, 0.3503, -0.2564], [-3.6655, 0.6359, 1.3371], [-3.9012, -1.0101, 0.7713], [-3.1406, -0.4571, -2.4705], [-2.6496, -1.9622, -1.6768], [-1.4407, -0.9653, -2.5184], [1.1116, 0.2850, -3.7224], [1.2328, 1.5536, -3.1354], [0.8749, 2.7021, -3.8642], [0.4726, 2.5723, -5.1958], [0.3183, 1.3066, -5.7689], [0.6101, 0.1732, -5.0172], [1.8813, -1.2919, -2.8451], [0.9861, -2.2646, -3.5313], [1.7137, 1.6212, -2.1521], [0.9501, 3.6753, -3.3883], [0.3051, 3.4556, -5.8097], [-0.0002, 1.2192, -6.8042], [0.5133, -0.8366, -5.4347], [3.8495, 0.5850, -0.3723], [3.3037, -0.1794, 0.7787], [2.0295, -0.3377, 1.1400], [2.0402, -1.2110, 2.2351], [3.3226, -1.6029, 2.5091], [4.1035, -0.9532, 1.5600], [4.9470, 0.5578, -0.3519], [3.5239, 0.0731, -1.2943], [3.4863, 1.6273, -0.3825], [1.1156, -1.4590, 2.7407], [3.7039, -2.3044, 3.2383], [5.0922, -1.1195, 1.3916]],
  "atomic_forces_ev_per_a": [[1.22, -3.00, -1.00], [-1.38, 0.23, 2.76], [-0.09, -1.81, 0.33], [-1.57, -0.07, -1.26], [-0.54, -0.11, -0.64], [-0.26, -0.40, 0.19], [0.93, 1.35, -1.06], [1.26, 2.60, 0.61], [-0.10, 0.03, -0.06], [0.14, 0.13, 0.13], [-0.07, -0.43, 0.06], [0.12, 0.45, -0.25], [0.21, 0.21, 0.13], [-0.05, 0.38, 0.08], [-0.50, -0.01, -0.28], [-0.07, -0.04, 0.24], [0.39, 0.08, -0.20], [0.53, -0.36, 0.72], [-0.06, -0.87, -1.29], [-0.19, 0.03, 0.14], [-0.09, 0.27, 0.01], [0.32, -0.04, 0.15], [-0.10, 0.21, 0.17], [0.16, 0.22, 0.36], [-0.30, -0.54, 0.14], [-0.29, -0.33, 0.34], [-0.10, 0.26, -0.31], [0.36, 0.25, 0.02], [0.10, 0.29, 0.02], [-0.19, -0.06, -0.02], [0.12, -0.07, 0.07], [0.12, 0.41, 0.06], [0.12, -0.16, -0.18], [-0.27, 0.01, 0.11], [0.06, 0.37, -0.08], [0.12, -0.09, 0.22], [-0.05, -0.09, -0.26], [0.14, 0.35, 0.06], [-0.13, 0.04, -0.07], [-0.18, 0.06, -0.11], [0.37, -0.08, 0.18], [-0.04, 0.06, -0.21], [0.23, 0.27, -0.22], [0.12, -0.02, 0.21], [0.12, 0.32, 0.16], [-0.23, 0.00, 0.16], [0.95, -1.17, 0.94], [0.49, 1.17, 0.12], [0.49, -1.07, 1.22], [-0.09, 0.08, -0.25], [0.13, -0.73, 0.22], [-0.56, -0.63, -1.41], [-1.42, 1.47, -0.96], [0.37, 0.23, -0.03], [-0.40, 0.23, -0.33], [0.07, -0.11, -0.17], [-0.06, -0.12, 0.20], [0.03, -0.09, 0.20], [-0.08, 0.57, -0.12], [-0.19, -0.03, -0.30], [0.17, -0.84, 0.34], [-0.03, -0.16, 0.38], [0.61, 0.08, -0.14], [-0.62, 0.28, -0.68], [-0.69, 0.02, 0.11], [-0.35, 0.23, -0.06], [0.28, 0.42, 0.25], [0.30, -0.47, 0.03], [0.34, -0.13, -0.06], [0.09, 0.24, -0.11], [-0.25, 0.22, 0.23]]
}

3.
{
  "formula": "CH2N4O",
  "method": "ωB97M-V/def2-TZVPD",
  "e_tot_ev": -9073.709,
  "homo_lumo_gap_ev": 11.452,
  "spin_multiplicity": 1,
  "smiles": "On1cnnn1",
  "de_lowest_kcal_mol": 59.7,
  "elements": ["O", "N", "C", "N", "N", "N", "H", "H"],
  "coordinates": [[-1.7247, -0.2204, -0.2018], [-0.3343, -0.2470, -0.0169], [0.4373, 0.8694, -0.0775], [1.6428, 0.3992, -0.0356], [1.5580, -0.9928, -0.1142], [0.3036, -1.3611, -0.0711], [-2.0703, -0.3449, 0.7001], [0.1875, 1.8977, -0.1830]],
  "atomic_forces_ev_per_a": [[0.93, -0.18, 0.72], [-3.73, 2.15, -0.72], [0.61, -2.17, 0.42], [1.20, -1.21, -0.94], [-0.37, 0.82, 0.95], [2.08, 0.30, -0.32], [-0.09, -0.01, -0.33], [-0.63, 0.28, 0.22]]
}

4.
{
  "formula": "C5H11NO",
  "method": "ωB97M-V/def2-TZVPD",
  "e_tot_ev": -8896.447,
  "homo_lumo_gap_ev": 9.823,
  "spin_multiplicity": 1,
  "de_lowest_kcal_mol": 121.1,
  "elements": ["C", "C", "C", "N", "C", "C", "O", "H", "H", "H", "H", "H", "H", "H", "H", "H", "H", "H"],
  "coordinates": [[0.7762, 2.2987, -0.9770], [0.6023, 1.5676, 0.3342], [-0.8262, 1.1987, 0.5476], [-0.2893, -0.0221, -0.0645], [-0.2166, -1.1318, 0.9139], [0.2115, -2.3817, 0.1608], [-0.6955, -2.6661, -0.8773], [1.7744, 2.1632, -1.4031], [0.6810, 3.3619, -0.7105], [0.0156, 2.0851, -1.7421], [0.8526, 0.2794, 0.0039], [-1.5821, 1.6680, -0.0875], [-1.1722, 1.0726, 1.5763], [0.4610, -0.8922, 1.7477], [-1.2250, -1.2775, 1.3157], [1.2373, -2.2509, -0.2247], [0.2180, -3.2455, 0.8331], [-0.8230, -1.8274, -1.3465]],
  "atomic_forces_ev_per_a": [[0.08, -0.03, -0.04], [-0.16, 0.30, -0.10], [-0.13, 0.11, 0.10], [0.04, -0.05, 0.01], [-0.03, -0.09, 0.08], [0.24, 0.02, 0.33], [-0.05, 0.15, -0.23], [-0.14, 0.03, 0.07], [0.00, -0.13, 0.00], [0.07, 0.00, 0.14], [0.04, -0.21, -0.10], [0.14, -0.01, 0.10], [0.08, 0.00, -0.15], [-0.09, -0.04, -0.13], [0.10, 0.03, -0.05], [-0.16, -0.02, 0.04], [0.01, 0.13, -0.07], [-0.04, -0.19, 0.00]]
}